Entry 1:
{
  "formula": "C3H8N2O2",
  "method": "the ωB97M-V functional and the def2-TZVPD basis",
  "orbital_gap_ev": 10.284,
  "e_above_lowest_kcal_mol": 68.69,
  "smiles": "[H]/N=C\\OC.[H]/N=C/O",
  "homo_ev": -9.3,
  "fmax_ev_per_a": 3.2,
  "symbols": ["C", "C", "O", "N", "H", "H", "H", "H", "H", "N", "C", "O", "H", "H", "H"],
  "positions_angstrom": [[2.49614, -0.92894, -0.16885], [0.18429, -0.37515, -0.47992], [1.21015, -0.66436, 0.37567], [0.19981, -0.37716, -1.74056], [1.10822, -0.53943, -2.17680], [-0.55826, 1.38969, 0.31507], [2.48062, -1.81394, -0.81164], [3.15356, -1.10723, 0.67935], [2.87197, -0.07179, -0.74169], [-2.26068, 0.04797, 0.89402], [-2.32742, 1.32002, 0.92838], [-1.29362, 2.04489, 0.58230], [-3.09293, -0.46989, 1.14199], [-0.93602, -0.36354, 0.11787], [-3.23584, 1.90886, 1.08481]],
  "forces_ev_per_a": [[-0.02, 0.15, -0.13], [-1.84, -1.37, 0.89], [-0.08, 0.31, 0.07], [0.11, 0.43, -0.37], [0.03, -0.01, 0.17], [-1.28, 1.38, 0.44], [-0.02, 0.04, 0.02], [-0.05, 0.00, -0.05], [-0.06, -0.12, 0.06], [-0.68, 0.37, 0.77], [-1.05, -1.25, -0.60], [1.91, -0.41, -0.40], [-0.20, 0.35, 0.02], [3.00, 0.13, -1.20], [0.22, 0.00, 0.31]]
}

=====

Entry 2:
{
  "formula": "C32H58Cl8O12S3",
  "method": "the ωB97M-V functional and the def2-TZVPD basis",
  "orbital_gap_ev": 9.853,
  "e_above_lowest_kcal_mol": 0.00,
  "smiles": "O=S1(=O)CCCC1.O=S1(=O)CCCC1.O=S1(=O)CCCC1.O=C1CCCO1.O=C1CCCO1.O=C1CCCO1.ClCCCl.ClCCCl.ClCCCl.ClCCCl",
  "homo_ev": -9.7,
  "fmax_ev_per_a": 6.6,
  "symbols": ["C", "C", "C", "S", "O", "O", "C", "H", "H", "H", "H", "H", "H", "H", "H", "C", "C", "C", "S", "O", "O", "C", "H", "H", "H", "H", "H", "H", "H", "H", "C", "C", "C", "S", "O", "O", "C", "H", "H", "H", "H", "H", "H", "H", "H", "O", "C", "O", "C", "C", "C", "H", "H", "H", "H", "H", "H", "O", "C", "O", "C", "C", "C", "H", "H", "H", "H", "H", "H", "O", "C", "O", "C", "C", "C", "H", "H", "H", "H", "H", "H", "Cl", "C", "C", "Cl", "H", "H", "H", "H", "Cl", "C", "C", "Cl", "H", "H", "H", "H", "Cl", "C", "C", "Cl", "H", "H", "H", "H", "Cl", "C", "C", "Cl", "H", "H", "H", "H"],
  "positions_angstrom": [[-3.19927, -3.84552, -0.17726], [-4.40393, -4.18702, 0.68238], [-5.51482, -4.57351, -0.26158], [-4.71045, -5.47996, -1.59244], [-5.11684, -4.93365, -2.86562], [-4.83005, -6.88830, -1.39042], [-3.03141, -4.99988, -1.16006], [-2.30300, -3.65546, 0.41695], [-3.31776, -2.91051, -0.74602], [-4.71851, -3.43640, 1.40502], [-4.19379, -5.06867, 1.30792], [-5.98737, -3.72040, -0.75316], [-6.30224, -5.18299, 0.17074], [-2.35928, -4.83294, -1.99418], [-2.62361, -5.85131, -0.60222], [4.81359, -4.10767, -4.78736], [5.97285, -3.54531, -3.89496], [5.44882, -2.26875, -3.30014], [3.65370, -2.38027, -3.23380], [3.11881, -1.40122, -4.14306], [3.18214, -2.46400, -1.87632], [3.55163, -4.00447, -3.98390], [5.05632, -5.12278, -5.10597], [4.79893, -3.49222, -5.69423], [6.85650, -3.37316, -4.49854], [6.18225, -4.31307, -3.15022], [5.72974, -1.32804, -3.76266], [5.77256, -2.18338, -2.25634], [2.65176, -4.11283, -4.57444], [3.55497, -4.67051, -3.12032], [-0.29564, -0.59532, 0.29750], [1.04218, -0.45319, -0.45166], [1.18497, 0.94193, -0.95553], [-0.11508, 1.93770, -0.18800], [-1.16353, 2.08915, -1.14232], [0.48339, 3.07257, 0.45631], [-0.57379, 0.70394, 1.03381], [-0.27829, -1.43597, 0.98849], [-1.10004, -0.83265, -0.40398], [1.06662, -1.23802, -1.20888], [1.83012, -0.76510, 0.24086], [1.18685, 1.10527, -2.02238], [2.06647, 1.37618, -0.49729], [-1.57530, 0.89648, 1.40167], [0.13781, 0.75812, 1.86333], [1.80065, -3.33521, 6.67997], [0.78544, -3.22462, 6.02971], [0.13202, -2.04385, 5.80099], [-0.97682, -2.23887, 4.89851], [-1.30237, -3.72338, 4.96877], [0.07781, -4.34141, 5.26074], [-0.65052, -1.92923, 3.90412], [-1.78835, -1.58502, 5.20417], [-1.84800, -4.02066, 4.07605], [-1.86415, -3.95884, 5.87927], [0.67875, -4.45788, 4.34583], [0.09366, -5.27411, 5.79909], [-4.70989, 4.11579, -0.58481], [-3.99207, 4.99952, -0.38596], [-4.24311, 5.92352, 0.52690], [-3.19731, 6.91748, 0.60907], [-2.26958, 6.66440, -0.59327], [-2.68331, 5.27161, -1.08124], [-2.64403, 6.77580, 1.53677], [-3.65418, 7.89775, 0.55896], [-1.21344, 6.61027, -0.31340], [-2.34226, 7.48312, -1.30789], [-1.96681, 4.51781, -0.76279], [-2.75617, 5.22327, -2.16031], [0.43799, -3.62562, -4.13028], [-0.26613, -2.73475, -4.08112], [-1.29297, -2.73422, -3.20245], [-2.08053, -1.54237, -3.31679], [-1.31513, -0.58896, -4.27883], [-0.33313, -1.54103, -4.99463], [-2.37569, -1.18843, -2.33590], [-3.03028, -1.78276, -3.82007], [-0.76429, 0.19183, -3.75099], [-2.02725, -0.11303, -4.94256], [0.66533, -1.12068, -5.06848], [-0.67880, -1.86937, -5.97164], [-3.68962, 0.57408, 3.59446], [-4.33471, 1.93601, 4.54940], [-3.46749, 3.15527, 4.41267], [-3.48512, 3.82854, 2.77002], [-4.25518, 1.60339, 5.58240], [-5.36402, 2.11920, 4.28264], [-2.44351, 2.91988, 4.67826], [-3.85679, 3.93442, 5.06498], [0.30389, 2.81409, 3.57556], [0.90806, 4.31833, 4.27650], [-0.05650, 5.41302, 4.16030], [-0.14088, 6.01959, 2.47979], [1.86784, 4.55000, 3.81977], [1.15834, 4.06877, 5.30566], [0.24396, 6.24825, 4.78585], [-1.06182, 5.10684, 4.43269], [3.81991, 1.78632, 3.67846], [3.45491, 2.21726, 1.96220], [4.40019, 3.25234, 1.38528], [4.37903, 4.79618, 2.31524], [2.43701, 2.59758, 1.98916], [3.49230, 1.30725, 1.36481], [4.01220, 3.52007, 0.40190], [5.43180, 2.93533, 1.37755], [4.88840, 3.34865, -4.88652], [5.34304, 2.44957, -3.42128], [4.22350, 1.55080, -3.00795], [4.52938, 0.93845, -1.37552], [5.53942, 3.19309, -2.65385], [6.24582, 1.87928, -3.59771], [4.18459, 0.73359, -3.72787], [3.25805, 2.03981, -3.04004]],
  "forces_ev_per_a": [[0.55, 0.87, -0.34], [-0.15, -0.51, 0.70], [-0.53, 0.25, -0.53], [0.19, 0.45, -0.70], [0.16, 0.18, 0.28], [-0.18, -0.86, 0.31], [0.43, -0.37, 0.94], [0.05, -0.35, 0.02], [-0.42, -0.15, 0.17], [0.07, 0.37, -0.26], [0.25, 0.11, -0.21], [0.14, 0.08, 0.09], [0.07, -0.21, 0.01], [-0.35, 0.28, -0.34], [-0.22, -0.05, -0.17], [1.53, 0.19, -0.33], [-0.82, -0.80, -1.10], [0.33, 0.45, 1.84], [0.05, -0.87, -0.33], [-0.34, 0.60, -0.12], [-0.02, 0.31, 0.08], [0.11, 0.06, 0.17], [-0.21, -0.01, 0.09], [-0.41, -0.08, 0.07], [0.20, -0.05, 0.03], [0.17, 0.28, 0.23], [-0.07, -0.12, -0.50], [-0.16, 0.11, -0.10], [-0.28, 0.16, 0.19], [-0.09, -0.23, -0.16], [-0.81, -0.36, -0.12], [-0.60, -1.94, 0.43], [0.44, 1.00, 0.91], [0.98, -0.92, 0.53], [-1.02, 0.32, -0.58], [-0.05, 0.56, -0.17], [0.62, -0.14, -0.07], [0.16, -0.03, 0.11], [-0.02, 0.22, -0.07], [0.12, 0.32, -0.25], [0.17, 0.48, -0.10], [-0.14, -0.06, -0.26], [0.26, 0.19, -0.42], [-0.20, -0.04, -0.12], [-0.07, 0.36, -0.06], [-1.40, 0.53, -0.66], [0.75, -0.35, 0.19], [0.36, -0.37, 0.31], [0.27, -0.01, 0.31], [0.43, -0.19, 0.71], [0.14, 0.89, -0.95], [0.02, -0.08, -0.11], [-0.01, 0.02, 0.11], [0.14, -0.40, 0.08], [-0.49, 0.31, -0.35], [-0.14, -0.12, 0.13], [-0.08, -0.19, 0.19], [-2.77, -3.35, -0.67], [2.49, 1.93, -0.57], [-0.01, 1.43, 1.10], [0.42, -0.46, -0.31], [0.58, -0.19, 0.25], [0.40, 0.84, -0.01], [-0.30, 0.07, 0.14], [-0.15, 0.09, 0.20], [-0.17, 0.29, 0.25], [-0.25, -0.29, -0.29], [0.00, -0.12, -0.01], [-0.28, -0.25, -0.12], [4.43, -4.95, -0.29], [-3.93, 3.80, -0.31], [-0.49, 0.66, 0.73], [-0.68, 0.07, -1.27], [0.18, -0.32, 0.48], [-0.28, 0.84, 0.72], [0.51, 0.30, 0.19], [0.23, -0.33, 0.19], [-0.11, -0.07, 0.08], [0.04, 0.13, -0.11], [0.08, -0.03, -0.24], [0.02, -0.06, -0.06], [-0.08, -0.14, -0.20], [0.55, -0.14, 0.42], [-0.17, 0.19, -0.09], [0.04, 0.00, -0.06], [-0.26, 0.03, 0.07], [-0.19, -0.05, -0.20], [0.17, 0.02, -0.02], [0.04, 0.00, 0.10], [-0.30, -0.37, -0.10], [1.38, -0.91, 0.51], [-0.73, 0.92, -0.16], [0.00, 0.03, 0.00], [-0.08, 0.06, -0.30], [-0.30, 0.20, 0.21], [0.04, 0.09, 0.02], [-0.07, -0.01, 0.03], [0.13, -0.03, -0.47], [0.00, 0.29, 0.53], [-0.64, 0.30, 0.35], [-0.07, -0.19, -0.03], [-0.01, 0.01, -0.20], [0.09, -0.03, 0.08], [0.33, -0.16, -0.07], [0.14, -0.17, -0.21], [0.06, -0.11, -0.20], [0.17, 0.76, 0.47], [-0.23, -0.36, -0.89], [0.21, -0.31, 0.11], [0.09, 0.04, 0.01], [0.16, 0.01, -0.17], [-0.22, -0.27, 0.36], [-0.07, 0.23, 0.24]]
}

=====

Entry 3:
{
  "formula": "C4H8OS2",
  "method": "the ωB97M-V functional and the def2-TZVPD basis",
  "orbital_gap_ev": 9.074,
  "e_above_lowest_kcal_mol": 106.13,
  "smiles": "SCC1(CS)CO1",
  "homo_ev": -8.4,
  "fmax_ev_per_a": 5.3,
  "symbols": ["C", "C", "C", "C", "H", "H", "H", "H", "H", "H", "H", "H", "O", "S", "S"],
  "positions_angstrom": [[-0.33866, -1.07028, 0.38258], [0.31798, 0.24969, 0.14561], [-0.56796, 1.37330, 0.17956], [1.64143, 0.13651, 0.77887], [0.00448, -2.68347, -1.51744], [-1.27293, -1.21541, 1.20788], [0.34171, -1.96665, 0.57413], [-1.21230, 0.97866, 1.20631], [-0.10867, 2.61396, 0.28896], [-1.20977, 1.47439, -2.43333], [2.17133, 1.10494, 1.09653], [1.92648, -0.83758, 1.14309], [1.32589, 0.20264, -0.68037], [-1.11887, -1.70572, -1.19410], [-1.90013, 1.34501, -1.17827]],
  "forces_ev_per_a": [[-3.46, -3.98, 0.43], [-0.90, -1.58, 3.06], [-2.88, 3.80, 2.39], [0.97, 3.34, -0.82], [-2.30, 1.87, 0.62], [2.82, 1.04, -2.05], [-0.60, 1.80, 0.16], [1.27, 2.21, -2.81], [-1.18, -4.25, -0.18], [-0.44, -0.23, 2.05], [-0.73, -1.85, -0.30], [0.35, 0.19, 0.04], [3.65, -0.78, -1.55], [2.36, -2.14, -0.62], [1.07, 0.56, -0.43]]
}

=====

Entry 4:
{
  "formula": "C4H16NO2",
  "method": "the ωB97M-V functional and the def2-TZVPD basis",
  "orbital_gap_ev": 11.949,
  "e_above_lowest_kcal_mol": 22.22,
  "charge": 1,
  "homo_ev": -15.0,
  "fmax_ev_per_a": 2.4,
  "symbols": ["C", "C", "C", "C", "N", "H", "H", "H", "H", "H", "H", "H", "H", "H", "H", "H", "H", "H", "H", "O", "H", "H", "O"],
  "positions_angstrom": [[0.04956, 0.23444, 0.54131], [1.31846, 0.63598, -0.25590], [2.56982, -0.16059, 0.11885], [2.93653, 0.14202, 1.59290], [-1.12001, 0.05990, -0.39589], [-0.18456, 1.03528, 1.24039], [0.04566, -0.64562, 1.18540], [1.40337, 1.70448, -0.06706], [1.15853, 0.55390, -1.33413], [3.42271, 0.21915, -0.44274], [2.39172, -1.22055, -0.05374], [2.30079, -0.40323, 2.29004], [3.94248, -0.23567, 1.80098], [2.89808, 1.19828, 1.84457], [-1.89874, 0.11010, 0.27727], [-1.16840, 0.76541, -1.12969], [-1.36176, -0.82185, -0.89876], [-4.26623, 1.20435, 1.71959], [-4.49341, 1.61822, 0.27469], [-4.02890, 0.97569, 0.81413], [-0.10526, -2.55483, -1.89293], [-0.99188, -1.92372, -3.00189], [-0.52305, -1.75003, -2.19838]],
  "forces_ev_per_a": [[0.67, -0.24, -0.77], [-0.33, -0.46, 0.06], [-0.05, 1.53, 1.20], [0.23, -1.17, -0.07], [-1.89, -0.08, 1.42], [-0.43, 0.14, -0.28], [0.58, -0.30, -0.42], [0.60, 0.05, -0.01], [-0.30, -0.23, 0.04], [-0.18, -0.35, -0.50], [0.26, -0.04, -0.06], [-0.23, 0.09, 0.08], [-0.07, 0.22, 0.00], [0.03, 0.12, -0.18], [-0.61, 0.89, -0.76], [-0.12, 0.34, 0.42], [1.64, -0.03, 0.21], [-0.02, -0.07, 0.00], [-0.15, 0.11, -0.14], [0.40, -0.12, 0.10], [0.08, -0.43, -0.24], [-0.27, -0.50, -0.82], [0.16, 0.53, 0.74]]
}

=====

Entry 5:
{
  "formula": "C5H19N3O3",
  "method": "the ωB97M-V functional and the def2-TZVPD basis",
  "orbital_gap_ev": 8.908,
  "e_above_lowest_kcal_mol": 44.43,
  "smiles": "C[C@H](N)CC/N=C\\N.O.O.O",
  "homo_ev": -8.6,
  "fmax_ev_per_a": 4.2,
  "symbols": ["C", "C", "C", "C", "N", "C", "N", "N", "H", "H", "H", "H", "H", "H", "H", "H", "H", "H", "H", "H", "H", "H", "H", "O", "H", "H", "O", "H", "H", "O"],
  "positions_angstrom": [[-2.42676, 0.95664, 1.25627], [-1.55085, 0.00205, 0.45441], [-2.42450, -0.88728, -0.57620], [-1.48877, -1.98299, -1.09694], [1.47679, -1.55551, -0.60612], [0.79603, -1.50354, -1.81712], [-0.45076, -1.61532, -2.06501], [-0.50801, 0.82325, -0.21329], [-3.42774, 0.49262, 1.35578], [-2.54495, 1.96668, 0.81751], [-2.05590, 1.15744, 2.27753], [-0.98560, -0.75069, 1.12751], [-2.65788, -0.19053, -1.42779], [-3.36093, -1.10493, -0.09612], [-1.21475, -2.55744, -0.17777], [-2.01267, -2.63436, -1.81129], [1.16837, -0.95479, 0.15908], [2.35534, -2.02226, -0.44638], [1.37852, -1.27574, -2.69856], [-0.47110, 1.81508, -0.01510], [-0.62542, 0.69506, -1.21244], [1.96678, 0.85462, 1.73956], [2.47318, 2.15351, 1.01285], [2.00420, 1.31808, 0.87865], [0.43663, 0.09131, 4.17828], [1.56534, 1.02556, 3.60456], [1.36899, 0.15042, 3.95418], [1.94768, 2.42083, -2.44218], [2.30498, 2.01621, -1.05230], [1.98245, 2.78369, -1.55001]],
  "forces_ev_per_a": [[-0.91, -0.18, 0.93], [0.33, 0.10, -0.07], [2.71, 3.10, -0.62], [-0.89, -1.40, -0.23], [-0.55, 0.11, 0.82], [-0.44, -0.13, 0.28], [0.59, 1.07, 0.83], [-0.37, -1.36, -0.94], [0.31, 0.48, 0.21], [0.04, -0.72, -0.24], [-0.01, -0.28, -0.33], [-1.11, 1.01, -0.64], [-0.01, -0.53, 0.62], [-0.17, -0.99, 0.14], [0.52, 0.13, -0.83], [-0.66, -0.29, 0.94], [-0.14, -0.34, -0.60], [-0.06, 0.26, -0.60], [0.50, -0.26, -0.21], [-0.31, -0.26, 0.25], [0.30, 0.29, 0.03], [0.16, 0.32, -0.75], [-0.05, -0.22, 0.30], [0.40, 0.02, 0.75], [-0.04, 0.34, -0.15], [-0.48, 0.08, 0.41], [0.50, -0.28, -0.19], [-0.10, 0.28, -0.09], [-0.31, 0.12, 0.11], [0.28, -0.48, -0.12]]
}

=====

Entry 6:
{
  "formula": "C5H9N2",
  "method": "the ωB97M-V functional and the def2-TZVPD basis",
  "orbital_gap_ev": 9.877,
  "e_above_lowest_kcal_mol": 84.93,
  "charge": 1,
  "smiles": "C=CC(=C)C(N)=[NH2+]",
  "homo_ev": -14.6,
  "fmax_ev_per_a": 6.8,
  "symbols": ["C", "C", "C", "C", "C", "N", "N", "H", "H", "H", "H", "H", "H", "H", "H", "H"],
  "positions_angstrom": [[-2.56561, 0.53865, -0.43875], [-0.01901, -1.95340, 0.17574], [-1.61438, 0.32837, 0.41080], [-0.06099, -0.59801, 0.10528], [1.08866, 0.23219, -0.07989], [2.27159, -0.29543, -0.14794], [0.97058, 1.55642, -0.03062], [-3.36411, 1.12728, -0.11026], [-2.55099, 0.49652, -1.52125], [0.91792, -2.52511, 0.10984], [-0.73432, -2.38486, 0.79316], [-1.64619, 0.32747, 1.40735], [2.34622, -1.26686, 0.02682], [3.11564, 0.32195, -0.22780], [0.04950, 2.06424, -0.05133], [1.79547, 2.03059, -0.42117]],
  "forces_ev_per_a": [[0.26, 1.08, -1.80], [1.94, 2.64, 0.86], [4.85, -3.85, -2.73], [-4.22, 0.06, 0.08], [-0.86, 1.19, 0.26], [2.08, 1.44, -0.48], [-0.06, 0.80, -1.13], [-1.55, 0.41, 0.81], [0.43, -0.62, 0.04], [-0.48, 0.17, -0.40], [-1.86, -1.27, 0.02], [-0.57, 0.77, 3.79], [0.57, -0.70, -0.08], [-1.08, -1.32, 0.20], [1.37, -1.13, -0.09], [-0.82, 0.34, 0.65]]
}

=====

Q: Number 1 is which compound?
A: C3H8N2O2